# 1
Density functional theory data (ωB97M-V/def2-TZVPD) for the molecule C6H10 in a non-equilibrium geometry.

```
16
Properties=species:S:1:pos:R:3:forces:R:3:nbo_charge:R:1
H -1.1619 1.6617 -0.4001 0.790 0.115 0.038 0.208
H -0.3630 1.5735 2.2570 -0.062 -0.142 -0.547 0.214
H 1.7678 0.7843 -0.8848 1.024 0.516 0.147 0.205
H -0.5947 -2.0631 -1.5116 -0.020 0.373 0.314 0.205
C -0.0966 1.6104 -0.0592 -0.162 -0.138 -0.819 -0.442
C -0.0998 1.0283 1.3427 0.415 0.409 -0.027 -0.203
C 0.7306 0.5675 -0.9010 -1.680 -0.967 0.870 -0.393
H 0.1803 -0.9243 2.1972 0.314 0.553 -0.764 0.210
C -0.7432 -1.5591 -0.5379 0.373 -0.021 -0.407 -0.606
H 0.3499 2.6015 -0.1674 -0.217 0.029 0.219 0.214
H -1.6189 -0.9013 -0.6109 0.153 -0.139 0.021 0.204
H -0.9716 -2.3573 0.1768 0.047 0.205 0.026 0.208
H 1.3985 -1.4362 -0.1713 -0.708 0.678 0.164 0.204
H 0.4547 0.4062 -1.9496 -0.254 0.405 0.211 0.208
C 0.2571 -0.2443 1.3187 -0.124 -0.969 0.414 -0.191
C 0.5108 -0.7478 -0.0984 0.110 -0.906 0.140 -0.248
```
Forces are in eV/Å.

LUMO energy: 1.184 eV
HOMO-LUMO gap: 10.3 eV
net charge: 0
structure (SMILES): C[C@@H]1C=CCC1
ΔE to the lowest compared entry with this formula, charge and spin: 30.98 kJ/mol

---

# 2
Density functional theory data (ωB97M-V/def2-TZVPD) for the molecule C5H10O2.

```
17
Properties=species:S:1:pos:R:3:forces:R:3:nbo_charge:R:1
H -1.2260 -0.5220 0.9400 0.082 0.136 -0.109 0.188
H -1.9498 0.2517 -1.9599 -0.023 -0.131 0.098 0.108
H 0.8103 -0.9994 1.2740 0.005 0.011 -0.153 0.164
H -1.8288 1.7610 1.3255 0.020 -0.049 -0.165 0.220
O 0.2254 -0.0758 -0.4862 -0.009 0.042 -0.081 -0.542
O -2.9259 -1.1226 -0.8335 0.369 0.411 -0.070 -0.509
C -1.2046 1.6116 0.4403 -0.082 -0.029 -0.030 -0.633
H 2.7672 -0.5235 -1.0413 -0.053 -0.027 0.132 0.215
C 2.5029 -0.5652 0.0194 0.027 0.004 -0.026 -0.622
C -2.0716 -0.2858 -0.9922 -0.200 -0.182 0.094 0.437
H -0.2019 1.9983 0.6366 -0.147 0.003 0.068 0.231
C -1.0631 0.1303 0.0720 -0.151 -0.017 0.103 -0.007
H 3.1724 -1.2734 0.5181 -0.080 0.080 -0.077 0.212
C 1.0594 -0.9936 0.2030 0.180 -0.170 0.137 -0.055
H 2.6608 0.4278 0.4519 -0.017 -0.138 -0.067 0.209
H -1.6283 2.1931 -0.3873 0.086 -0.076 0.102 0.211
H 0.9017 -2.0124 -0.1804 -0.006 0.132 0.043 0.170
```
Forces are in eV/Å.

LUMO energy: 1.021 eV
HOMO-LUMO gap: 10.6 eV
net charge: 0
structure (SMILES): CCO[C@@H](C)C=O
ΔE to the lowest compared entry with this formula, charge and spin: 179.18 kJ/mol

---

# 3
Density functional theory data (ωB97M-V/def2-TZVPD) for a cluster of 2 separate species, C10H16O in total in a non-equilibrium geometry.

```
27
Properties=species:S:1:pos:R:3:forces:R:3:nbo_charge:R:1
H -0.3729 1.0254 1.3689 1.350 2.978 -0.084 0.213
C -0.5166 -1.1977 0.5722 -0.779 0.736 3.202 -0.215
H 2.1852 0.8498 1.0066 -0.670 1.704 -0.189 0.204
C -2.9818 -1.4411 0.1023 -1.610 -2.991 0.466 -0.630
H -3.6440 -0.8115 0.6378 -0.122 1.177 0.863 0.221
H -1.0534 2.6883 1.4531 0.909 0.003 -0.283 0.203
H 0.4451 2.8432 -0.5415 -0.195 0.447 -1.093 0.213
O 1.9705 -2.4199 -1.6913 -0.043 0.247 1.209 -0.685
C -0.0502 -1.3078 -2.0334 -1.215 0.351 0.611 -0.276
C 0.9000 -1.7268 -1.1116 1.687 0.357 -0.547 0.313
H -0.6578 -1.1409 1.6694 -0.397 -0.064 -0.575 0.212
C -0.0431 2.1994 1.4512 -1.450 -1.537 1.264 -0.620
C 0.9747 2.7637 0.3685 -0.515 -2.334 3.351 -0.417
H 1.6757 -1.2785 0.9072 -0.757 -0.480 -0.230 0.231
C -1.3427 -0.9865 -1.6519 2.894 -0.984 4.060 -0.173
H 2.4963 1.3018 -0.5679 -0.461 0.567 -0.645 0.218
H 1.3272 3.6895 0.8393 -0.276 0.111 -0.913 0.207
C 2.1690 1.7855 0.3515 2.546 0.076 0.831 -0.625
H 3.0683 2.4279 0.6691 -0.943 -1.270 -0.355 0.203
C -1.6151 -1.1064 -0.2550 1.408 0.416 -2.570 -0.057
H -3.6128 -1.7423 -0.7884 0.974 0.207 0.777 0.214
H 0.3204 2.3632 2.5396 -0.230 -0.388 -1.819 0.199
H -2.1572 -0.8088 -2.2224 -1.998 0.636 -2.395 0.205
H 0.2373 -1.1997 -3.0309 0.461 -0.464 -1.560 0.224
C 0.8056 -1.3512 0.2369 0.321 -1.162 -2.144 -0.282
H 2.3186 -3.0328 -1.0130 -0.117 0.605 -0.515 0.482
H -2.8463 -2.3858 0.7334 -0.771 1.056 -0.714 0.219
```
Forces are in eV/Å.

LUMO energy: 0.846 eV
HOMO-LUMO gap: 9.0 eV
net charge: 0
structure (SMILES): Cc1ccc(O)cc1.CCC
ΔE to the lowest compared entry with this formula, charge and spin: 315.60 kJ/mol

---

# 4
Density functional theory data (ωB97M-V/def2-TZVPD) for a structure of composition C17H24O6PtS3.

```
51
Properties=species:S:1:pos:R:3:forces:R:3:nbo_charge:R:1
H -0.4881 2.0236 1.8219 -0.016 -0.022 0.010 0.222
H 2.6680 2.3903 -1.3304 0.015 -0.023 0.026 0.512
H -3.2822 -3.0040 1.1520 0.003 -0.005 -0.016 0.232
H -3.9254 2.6789 -0.2710 -0.031 -0.002 0.001 0.231
H 0.5189 6.1763 1.5740 -0.002 -0.002 0.000 0.213
H 2.8284 -1.9535 -2.6793 -0.007 -0.005 -0.001 0.224
C 3.1636 -2.7447 -0.6933 0.032 -0.009 -0.018 0.145
Pt 0.5206 -1.6983 -0.0835 0.030 0.034 -0.222 0.818
H 2.1635 5.6585 -0.2002 -0.001 -0.001 -0.002 0.225
H 4.6669 -4.1781 -0.1821 0.004 0.008 -0.005 0.242
O 2.4491 -4.9193 -1.3087 0.036 -0.007 0.030 -0.610
H -2.3113 -1.3566 3.0454 0.043 0.004 0.000 0.230
H 3.9205 -3.3843 1.2168 0.000 -0.022 -0.007 0.223
H -3.2806 -2.1045 -2.0633 -0.014 0.063 -0.052 0.235
C 4.2872 -3.2331 0.2015 0.000 -0.006 -0.009 -0.619
C 0.6504 5.1535 1.2436 0.000 0.009 0.010 -0.160
H -4.7105 1.8259 1.7805 0.001 0.006 -0.005 0.232
O 2.0432 0.8496 -0.9254 -0.032 -0.098 -0.032 -0.761
C -2.4796 -0.1081 -1.9758 -0.026 0.076 -0.008 -0.545
C 0.0751 2.8386 1.3900 0.041 0.003 -0.041 -0.132
H -1.5656 -0.2385 -2.5573 0.019 -0.027 0.016 0.243
H -3.2615 0.1948 -2.6755 0.017 -0.001 -0.024 0.227
H -4.5348 1.0858 -0.6885 0.016 -0.026 0.001 0.222
C -3.7568 1.6094 -0.1310 0.003 0.079 0.028 -0.554
C 0.9961 2.5309 0.3838 -0.021 0.017 0.006 -0.305
C 1.1668 1.1307 -0.0693 0.209 -0.062 0.103 0.812
H -0.8173 4.3568 2.6070 0.003 0.000 0.005 0.213
C -2.4660 -1.1593 1.9847 0.002 0.006 0.063 -0.564
C 2.1036 -3.8614 -0.8404 -0.107 -0.058 0.124 0.755
H -2.9681 1.6764 1.8859 -0.001 -0.006 0.006 0.226
O 2.6677 3.3561 -1.1483 -0.028 0.015 -0.007 -0.683
S -1.6337 -2.3661 -0.4441 -0.046 -0.102 0.480 0.443
C 1.5693 4.8776 0.2550 -0.002 0.000 0.001 -0.304
H 4.0757 -3.2050 -2.5678 -0.003 -0.001 -0.008 0.250
S -2.1305 1.2604 -0.8530 -0.075 -0.062 -0.030 0.222
C 3.6510 -2.3351 -2.0715 -0.018 0.018 0.010 -0.638
O 2.5803 -1.5698 -0.0301 -0.172 0.164 -0.230 -0.734
H -3.7088 -1.2091 -0.5981 -0.008 -0.061 0.015 0.251
C -2.9132 -1.4003 -1.3153 0.150 0.101 -0.082 -0.565
C 1.7573 3.5648 -0.1852 -0.009 -0.018 -0.011 0.446
O 0.8786 -3.6174 -0.4260 0.244 0.081 -0.271 -0.716
H 4.4169 -1.5619 -1.9859 0.010 -0.005 0.002 0.215
C -3.8483 1.3022 1.3621 -0.012 -0.007 -0.004 -0.534
C -0.1046 4.1333 1.8247 -0.014 0.005 -0.003 -0.276
H 2.6676 -0.7432 -0.5866 0.040 -0.066 0.270 0.545
O 0.4071 0.2598 0.4794 -0.217 -0.118 -0.077 -0.717
S -4.1311 -0.4253 1.8299 -0.009 -0.013 -0.055 0.177
H -1.6262 -3.1406 1.7353 -0.003 -0.004 0.004 0.251
H -1.7139 -0.4384 1.6621 -0.019 -0.003 -0.038 0.265
C -2.3280 -2.4799 1.2261 -0.016 0.140 0.035 -0.542
H 5.0928 -2.4986 0.2250 -0.009 0.011 0.009 0.212
```
Forces are in eV/Å.

LUMO energy: 0.125 eV
HOMO-LUMO gap: 8.7 eV
net charge: 0
ΔE to the lowest compared entry with this formula, charge and spin: 28.36 kJ/mol